Record 1
{"formula": "C26H47BN2O2P2Pd", "method": "ωB97M-V with the def2-TZVPD basis set", "orbital_gap_ha": 0.304, "total_charge": 0, "multiplicity": 1, "max_force_ha_per_bohr": 0.0107, "relative_energy_kj_mol": 0.00, "species": ["Pd", "C", "C", "C", "C", "P", "C", "N", "B", "N", "C", "P", "C", "C", "C", "C", "C", "C", "C", "C", "C", "C", "C", "C", "C", "C", "C", "C", "C", "C", "H", "H", "H", "H", "H", "H", "H", "H", "H", "H", "H", "H", "H", "H", "H", "H", "H", "H", "H", "H", "H", "H", "H", "H", "H", "H", "H", "H", "H", "H", "H", "H", "H", "H", "H", "H", "H", "H", "H", "H", "H", "H", "H", "H", "C", "C", "O", "O", "H", "H", "H"], "positions_angstrom": [[-0.4751, 0.1045, 0.2536], [-0.5249, -1.8009, -3.2746], [-0.7433, -0.2839, -3.2584], [-1.3720, 0.1457, -4.5868], [0.6253, 0.3958, -3.0977], [-1.7058, 0.2148, -1.7341], [-2.1277, 2.0129, -2.0440], [-1.7074, 2.6823, -0.8353], [-0.9846, 1.9990, 0.1989], [-0.6098, 3.0208, 1.1368], [0.2468, 2.7292, 2.2649], [0.9168, 1.0343, 1.8528], [2.5959, 1.3926, 1.1157], [3.6151, 1.9211, 2.1251], [3.1292, 0.1180, 0.4491], [2.3880, 2.4517, 0.0232], [1.0275, 0.1846, 3.5106], [-0.4224, -0.1923, 3.8635], [1.5978, 1.0490, 4.6385], [1.8469, -1.1008, 3.3687], [-1.0505, 4.2545, 0.6718], [-0.9138, 5.5265, 1.1921], [-1.4530, 6.5951, 0.4743], [-2.1132, 6.3897, -0.7296], [-2.2589, 5.1073, -1.2607], [-1.7272, 4.0449, -0.5575], [-3.3752, -0.6109, -1.6316], [-4.2295, -0.5186, -2.8944], [-3.2057, -2.0771, -1.2167], [-4.0901, 0.1158, -0.4771], [0.2365, -2.0354, -4.0244], [-1.4337, -2.3302, -3.5617], [-0.1747, -2.1680, -2.3081], [-0.6862, -0.1241, -5.3949], [-1.5401, 1.2207, -4.6539], [-2.3153, -0.3606, -4.7795], [1.2432, 0.1550, -3.9671], [1.1344, 0.0344, -2.2011], [0.5478, 1.4847, -3.0348], [-3.1950, 2.1500, -2.2394], [-1.5855, 2.3801, -2.9168], [-0.3108, 2.6856, 3.2038], [1.0445, 3.4678, 2.3848], [3.9127, 1.1535, 2.8392], [3.2445, 2.7872, 2.6779], [4.5149, 2.2328, 1.5875], [3.3949, -0.6471, 1.1778], [4.0308, 0.3678, -0.1178], [2.3964, -0.3252, -0.2250], [2.0531, 3.4104, 0.4243], [1.6633, 2.1212, -0.7238], [3.3446, 2.6166, -0.4791], [-1.0271, 0.6903, 4.0838], [-0.4084, -0.8133, 4.7637], [-0.8965, -0.7695, 3.0682], [1.0830, 2.0073, 4.7233], [2.6632, 1.2407, 4.5255], [1.4566, 0.5211, 5.5856], [1.5030, -1.7030, 2.5266], [1.7433, -1.6917, 4.2824], [2.9085, -0.8901, 3.2315], [-0.4021, 5.6906, 2.1326], [-1.3541, 7.5994, 0.8649], [-2.5221, 7.2357, -1.2664], [-2.7728, 4.9496, -2.2013], [-3.8538, -1.1680, -3.6845], [-4.2981, 0.4982, -3.2858], [-5.2442, -0.8499, -2.6582], [-2.7523, -2.6814, -2.0001], [-4.1944, -2.4941, -1.0033], [-2.6152, -2.1548, -0.3052], [-4.2512, 1.1768, -0.6826], [-3.5215, 0.0289, 0.4502], [-5.0673, -0.3485, -0.3246], [0.2462, -4.0831, 0.7416], [-0.0898, -2.6084, 0.6505], [0.6489, -1.8759, -0.0738], [-1.0612, -2.1512, 1.2872], [1.3162, -4.2453, 0.6277], [-0.2615, -4.6005, -0.0756], [-0.1117, -4.4976, 1.6819]], "lowdin_charge": [0.645, -0.083, -0.675, -0.082, -0.099, 1.094, -0.248, -0.016, -0.641, -0.024, -0.247, 1.087, -0.670, -0.086, -0.089, -0.085, -0.675, -0.096, -0.083, -0.075, -0.163, -0.020, -0.107, -0.107, -0.020, -0.160, -0.680, -0.086, -0.082, -0.093, 0.091, 0.069, 0.066, 0.089, 0.073, 0.060, 0.090, 0.057, 0.078, 0.089, 0.086, 0.088, 0.093, 0.065, 0.078, 0.089, 0.069, 0.090, 0.044, 0.080, 0.062, 0.092, 0.078, 0.090, 0.048, 0.072, 0.061, 0.089, 0.070, 0.093, 0.067, 0.106, 0.096, 0.096, 0.106, 0.067, 0.076, 0.088, 0.065, 0.092, 0.053, 0.075, 0.077, 0.090, -0.006, -0.761, -0.154, -0.094, 0.075, 0.079, 0.076]}

---

Record 2
{"formula": "C26H47Br2F5O6", "method": "ωB97M-V with the def2-TZVPD basis set", "orbital_gap_ha": 0.349, "total_charge": 0, "multiplicity": 1, "max_force_ha_per_bohr": 0.0147, "species": ["C", "C", "C", "C", "C", "C", "C", "O", "C", "C", "C", "O", "C", "O", "C", "C", "C", "C", "C", "F", "F", "C", "F", "F", "F", "C", "Br", "C", "C", "Br", "H", "H", "H", "H", "H", "H", "H", "H", "H", "H", "H", "H", "H", "H", "H", "H", "H", "H", "H", "H", "H", "H", "H", "H", "H", "H", "H", "H", "H", "C", "C", "O", "H", "H", "H", "H", "H", "H", "C", "C", "O", "H", "H", "H", "H", "H", "H", "C", "C", "O", "H", "H", "H", "H", "H", "H"], "positions_angstrom": [[0.4720, 1.8129, 3.5701], [1.3219, 2.0265, 2.3109], [1.0615, 0.9679, 1.2199], [0.2144, 1.4421, 0.0227], [0.7570, 1.0713, -1.3731], [0.9808, -0.4414, -1.4899], [-0.1864, -1.3757, -1.2410], [-0.4026, -1.4199, 0.1567], [-1.3695, -2.3452, 0.6150], [-2.5756, -1.6180, 1.2368], [2.1310, 1.7848, -1.5204], [1.9920, 2.8483, -2.4564], [0.7513, 2.9402, -2.9450], [0.3956, 3.8557, -3.6106], [-0.0993, 1.7157, -2.5423], [-1.4624, 2.3509, -2.1201], [-2.5250, 1.5178, -1.3675], [-2.9850, 2.1540, -0.0441], [-4.1410, 3.1071, -0.1950], [-4.4311, 3.6579, 1.0060], [-3.8327, 4.1240, -1.0329], [-5.4650, 2.4731, -0.7271], [-6.5335, 3.0977, -0.2370], [-5.5202, 2.5270, -2.0629], [-5.5425, 1.1795, -0.3680], [-0.2450, 0.8342, -3.8045], [-1.9824, 0.1333, -4.1281], [0.7072, 0.5349, -4.6798], [2.1306, 1.0301, -4.6723], [0.3700, -0.6212, -6.1360], [0.9002, 2.3324, 4.4308], [-0.5351, 2.2172, 3.4260], [0.3684, 0.7502, 3.8003], [2.3824, 2.0238, 2.5784], [1.1151, 3.0296, 1.9208], [0.5199, 0.1374, 1.6758], [2.0185, 0.5544, 0.8914], [0.0967, 2.5325, 0.0647], [-0.7789, 1.0187, 0.1485], [1.3909, -0.6720, -2.4766], [1.7479, -0.7305, -0.7640], [-1.0962, -1.0689, -1.7730], [0.0806, -2.3750, -1.6139], [-1.6901, -3.0021, -0.2020], [-0.8758, -2.9736, 1.3635], [-2.4257, -0.5575, 1.0174], [-3.5329, -1.9458, 0.8328], [-2.5786, -1.7256, 2.3232], [2.9357, 1.1263, -1.8555], [2.4415, 2.2329, -0.5756], [-1.2312, 3.2471, -1.5408], [-1.8994, 2.7272, -3.0454], [-3.3910, 1.4205, -2.0202], [-2.1732, 0.5071, -1.1637], [-2.1846, 2.7167, 0.4413], [-3.3108, 1.3835, 0.6589], [2.6608, 0.6399, -5.5360], [2.6924, 0.7152, -3.7946], [2.1543, 2.1177, -4.7531], [1.1464, -3.6040, 5.1894], [0.6403, -2.1764, 5.2598], [0.3099, -1.6541, 3.9788], [2.0196, -3.6661, 4.5392], [1.4214, -3.9688, 6.1802], [0.3757, -4.2660, 4.7870], [1.4120, -1.5135, 5.6514], [-0.2247, -2.1124, 5.9288], [-0.3898, -2.2017, 3.6028], [7.2726, 1.4288, -3.4412], [6.4856, 0.6859, -4.5029], [5.1588, 1.1854, -4.6463], [6.7620, 1.3727, -2.4793], [8.2718, 1.0056, -3.3308], [7.3805, 2.4833, -3.7056], [6.3698, -0.3633, -4.2323], [7.0095, 0.7254, -5.4636], [5.2149, 2.1128, -4.9012], [-3.6403, -5.4150, 3.9731], [-2.3183, -4.7605, 3.6266], [-1.9510, -3.7421, 4.5568], [-4.4310, -4.6660, 4.0202], [-3.9125, -6.1653, 3.2299], [-3.5836, -5.9084, 4.9462], [-2.3821, -4.2518, 2.6651], [-1.5201, -5.5075, 3.5610], [-1.8701, -4.1436, 5.4285]], "lowdin_charge": [-0.100, -0.242, -0.175, -0.127, -0.294, -0.095, -0.196, -0.175, -0.243, -0.036, -0.081, 0.047, -0.481, 0.169, -0.246, -0.147, -0.204, -0.084, -0.448, 0.120, 0.132, -0.540, 0.176, 0.164, 0.156, -0.599, 0.857, -0.743, -0.119, 0.752, 0.068, 0.070, 0.046, 0.100, 0.098, 0.093, 0.107, 0.123, 0.081, 0.115, 0.130, 0.078, 0.134, 0.119, 0.103, 0.055, 0.078, 0.066, 0.126, 0.134, 0.121, 0.112, 0.076, 0.074, 0.127, 0.117, 0.052, 0.064, 0.094, -0.086, -0.315, -0.093, 0.078, 0.076, 0.049, 0.113, 0.105, 0.050, -0.092, -0.316, -0.091, 0.073, 0.074, 0.073, 0.112, 0.109, 0.090, -0.081, -0.310, -0.102, 0.079, 0.077, 0.075, 0.093, 0.113, 0.090]}